No. 1
Molecular formula: C5H30N3O7
Method: DFT, ωB97M-V/def2-TZVPD

Bonds (Å) are listed after each position.
Geometry (Å):
1 N 0.364 -2.795 -0.621  C2 1.531, H9 1.143, H10 1.119, H11 1.110
2 C 0.436 -1.945 -1.892  N1 1.531, C3 1.574, H12 1.124, H13 1.123
3 C -0.426 -0.641 -1.715  C2 1.574, N4 1.489, H14 1.114, H15 1.116
4 N -0.218 -0.213 -0.305  C3 1.489, C5 1.515, H16 1.037
5 C 1.144 0.316 0.094  N4 1.515, C6 1.583, H17 1.136, H18 1.106
6 C 1.105 1.772 0.717  C5 1.583, N7 1.529, H19 1.075, H20 1.151
7 N 0.440 2.875 -0.106  C6 1.529, C8 1.491, H21 1.062
8 C -0.854 3.299 0.503  N7 1.491, H22 1.138, H23 1.163, H24 1.126
9 H -0.593 -3.308 -0.265  N1 1.143
10 H 1.230 -3.483 -0.788  N1 1.119
11 H 0.720 -2.194 0.243  N1 1.110
12 H 1.520 -1.710 -2.077  C2 1.124
13 H 0.226 -2.565 -2.805  C2 1.123
14 H -0.161 0.047 -2.550  C3 1.114
15 H -1.521 -0.830 -1.822  C3 1.116
16 H -0.767 0.665 -0.251  N4 1.037
17 H 1.532 -0.490 0.794  C5 1.136
18 H 1.894 0.116 -0.694  C5 1.106
19 H 0.697 1.818 1.710  C6 1.075
20 H 2.212 2.074 0.818  C6 1.151
21 H 0.275 2.611 -1.122  N7 1.062
22 H -0.999 4.420 0.369  C8 1.138
23 H -1.117 3.154 1.626  C8 1.163
24 H -1.763 2.865 0.000  C8 1.126
25 H 2.091 1.540 -2.562  O27 0.968
26 H 2.484 2.534 -1.525  O27 0.951
27 O 2.826 2.119 -2.310  H25 0.968, H26 0.951
28 H 0.132 -3.188 2.204  O30 1.011
29 H 1.669 -3.022 2.007  O30 0.971
30 O 0.906 -3.482 1.623  H28 1.011, H29 0.971
31 H 2.801 -1.428 3.528  O33 0.958
32 H 1.585 -0.724 2.915  O33 0.963
33 O 2.281 -1.362 2.727  H31 0.958, H32 0.963
34 H -3.375 2.065 -0.331  O36 1.026
35 H -3.610 1.884 1.131  O36 1.046
36 O -3.116 1.362 0.371  H34 1.026, H35 1.046
37 H -0.999 2.819 -3.122  O39 1.015
38 H 0.275 2.718 -3.824  O39 0.982
39 O -0.187 2.210 -3.122  H37 1.015, H38 0.982
40 H -0.794 -1.609 4.015  O42 0.938
41 H -1.172 -1.479 2.451  O42 1.021
42 O -0.525 -1.848 3.149  H40 0.938, H41 1.021
43 H -3.400 -2.850 0.033  O45 0.938
44 H -2.556 -1.605 0.235  O45 0.969
45 O -2.692 -2.513 0.547  H43 0.938, H44 0.969

For the HOMO energy, the calculation gives -11.61 eV. As for the electronic energy: -24465.9381 eV. The total charge is +1.

---

No. 2
Molecular formula: C5H30O9S2
Method: DFT, ωB97M-V/def2-TZVPD

Bonds (Å) are listed after each position.
Geometry (Å):
1 C 3.251 0.599 0.255  C2 1.547, H8 1.078, H9 1.088, H10 1.087
2 C 2.293 -0.017 -0.792  C1 1.547, C3 1.512, H11 1.115, H12 1.109
3 C 3.083 -0.778 -1.832  C2 1.512, S4 1.839, H13 1.091, H14 1.067
4 S 1.981 -1.411 -3.163  C3 1.839, S5 2.059
5 S 1.277 -3.193 -2.411  S4 2.059, C6 1.879
6 C -0.008 -2.835 -1.087  S5 1.879, C7 1.495, H15 1.086, H16 1.087
7 C 0.411 -3.326 0.261  C6 1.495, H17 1.088, H18 1.123, H19 1.093
8 H 3.553 -0.136 0.984  C1 1.078
9 H 4.186 0.926 -0.194  C1 1.088
10 H 2.653 1.356 0.756  C1 1.087
11 H 1.611 -0.740 -0.288  C2 1.115
12 H 1.511 0.694 -1.128  C2 1.109
13 H 3.436 -1.684 -1.338  C3 1.091
14 H 3.854 -0.284 -2.380  C3 1.067
15 H -0.984 -3.192 -1.403  C6 1.086
16 H -0.339 -1.800 -1.058  C6 1.087
17 H -0.031 -2.873 1.145  C7 1.088
18 H 0.207 -4.416 0.443  C7 1.123
19 H 1.492 -3.192 0.356  C7 1.093
20 O 0.372 2.053 2.168  H21 0.967, H22 0.978
21 H 0.490 2.901 2.616  O20 0.967
22 H 0.805 2.243 1.312  O20 0.978
23 O -1.485 0.399 -1.870  H24 0.967, H25 0.966
24 H -0.909 -0.374 -1.792  O23 0.967
25 H -1.202 0.985 -1.156  O23 0.966
26 O -1.855 -0.931 3.167  H27 0.962, H28 0.953
27 H -1.328 -1.422 3.804  O26 0.962
28 H -1.685 -1.226 2.276  O26 0.953
29 O -0.431 3.338 -2.204  H30 0.962, H31 0.961
30 H -1.049 2.631 -2.414  O29 0.962
31 H 0.264 3.526 -2.840  O29 0.961
32 O 0.298 4.025 0.240  H33 0.997, H34 0.964
33 H 0.051 3.643 -0.647  O32 0.997
34 H -0.569 4.315 0.543  O32 0.964
35 O 0.946 -1.343 2.383  H36 0.973, H37 0.974
36 H 1.494 -1.653 3.124  O35 0.973
37 H 0.983 -0.391 2.589  O35 0.974
38 O -1.846 0.968 0.982  H39 0.985, H40 0.973
39 H -2.466 0.234 1.199  O38 0.985
40 H -1.582 1.450 1.784  O38 0.973
41 O -4.199 1.615 -0.740  H42 0.961, H43 0.966
42 H -3.372 1.938 -0.371  O41 0.961
43 H -4.456 0.942 -0.097  O41 0.966
44 O -3.678 -0.963 -0.075  H45 0.973, H46 0.961
45 H -3.092 -0.738 -0.818  O44 0.973
46 H -3.939 -1.862 -0.290  O44 0.961

For the HOMO energy, the calculation gives -8.89 eV. As for the electronic energy: -45769.7851 eV. The SMILES is CCCSSCC.O.O.O.O.O.O.O.O.O.

---

No. 3
Molecular formula: C5H31NO11
Method: DFT, ωB97M-V/def2-TZVPD

Bonds (Å) are listed after each position.
Geometry (Å):
1 C -0.457 1.847 -0.499  C2 1.374, H7 1.128, H8 1.047
2 C -0.334 1.162 0.686  C1 1.374, C3 1.440, H9 1.056
3 C -1.382 1.280 1.667  C2 1.440, C4 1.360, N5 1.476
4 C -1.946 2.418 2.152  C3 1.360, H10 1.057, H11 1.042
5 N -1.859 -0.018 2.181  C3 1.476, C6 1.462, H12 1.043
6 C -3.321 -0.016 2.187  N5 1.462, H13 1.031, H14 1.240, H15 1.069
7 H -1.312 2.570 -0.635  C1 1.128
8 H 0.156 1.671 -1.330  C1 1.047
9 H 0.398 0.403 0.748  C2 1.056
10 H -2.820 2.442 2.746  C4 1.057
11 H -1.319 3.231 1.974  C4 1.042
12 H -1.469 -0.894 1.769  N5 1.043
13 H -3.779 0.743 1.661  C6 1.031
14 H -3.580 -1.186 1.867  C6 1.240
15 H -3.733 -0.102 3.170  C6 1.069
16 O 0.353 -0.323 -3.471  H17 0.935, H18 0.969
17 H 0.953 0.339 -3.749  O16 0.935
18 H 0.632 -0.736 -2.640  O16 0.969
19 O 1.001 -0.369 3.370  H20 0.903, H21 0.928
20 H 0.378 0.285 3.342  O19 0.903
21 H 0.697 -1.243 3.437  O19 0.928
22 O 2.672 3.231 -0.896  H23 1.098, H24 0.978
23 H 3.603 3.030 -0.348  O22 1.098
24 H 1.939 3.374 -0.264  O22 0.978
25 O 2.747 0.307 0.851  H26 0.963, H27 0.905
26 H 2.372 -0.079 1.650  O25 0.963
27 H 3.617 0.452 1.054  O25 0.905
28 O 2.476 0.922 -3.074  H29 0.980, H30 0.826
29 H 2.679 1.880 -3.072  O28 0.980
30 H 2.694 0.519 -2.387  O28 0.826
31 O 1.003 -2.289 -0.121  H32 0.940, H33 0.961
32 H 0.082 -2.370 -0.292  O31 0.940
33 H 0.945 -1.332 -0.068  O31 0.961
34 O -0.033 -2.744 2.986  H35 0.946, H36 1.053
35 H -0.670 -3.397 3.234  O34 0.946
36 H 0.529 -3.182 2.210  O34 1.053
37 O -2.021 1.209 -3.270  H38 0.922, H39 0.867
38 H -1.158 1.003 -3.021  O37 0.922
39 H -2.158 1.405 -4.103  O37 0.867
40 O -2.490 -0.908 -1.647  H41 0.926, H42 0.984
41 H -2.178 -0.160 -1.199  O40 0.926
42 H -2.690 -0.651 -2.576  O40 0.984
43 O 3.370 -1.274 -1.728  H44 0.936, H45 0.955
44 H 3.355 -0.704 -0.985  O43 0.936
45 H 3.104 -2.102 -1.332  O43 0.955
46 O -1.508 -2.704 0.279  H47 0.881, H48 0.989
47 H -1.884 -3.381 0.698  O46 0.881
48 H -2.270 -2.315 -0.219  O46 0.989

For the HOMO energy, the calculation gives -8.31 eV. As for the electronic energy: -29696.5758 eV. The SMILES is C=CC(=C)NC.O.O.O.O.O.O.O.O.O.O.O.

---

No. 4
Molecular formula: C5H32N2O10
Method: DFT, ωB97M-V/def2-TZVPD

Bonds (Å) are listed after each position.
Geometry (Å):
1 C 1.574 1.196 -1.641  C2 1.595, H9 1.050, H10 1.060, H11 1.121
2 C 0.303 0.675 -0.830  C1 1.595, O3 1.381, C4 1.519, H12 1.129
3 O 0.278 1.673 0.124  C2 1.381, H13 1.011
4 C 0.550 -0.682 -0.195  C2 1.519, N5 1.560, H14 1.157, H15 1.185
5 N -0.837 -1.226 0.270  C4 1.560, C6 1.424, H16 1.002
6 C -0.925 -2.591 0.664  N5 1.424, C7 1.599, H17 1.113, H18 1.128
7 C -0.567 -2.869 2.197  C6 1.599, N8 1.450, H19 1.252, H20 1.157
8 N 0.706 -2.338 2.644  C7 1.450, H21 1.029, H22 0.939
9 H 2.070 2.048 -1.280  C1 1.050
10 H 1.451 1.559 -2.629  C1 1.060
11 H 2.315 0.356 -1.596  C1 1.121
12 H -0.637 0.722 -1.454  C2 1.129
13 H -0.401 1.660 0.873  O3 1.011
14 H 1.236 -0.647 0.735  C4 1.157
15 H 0.983 -1.441 -0.996  C4 1.185
16 H -1.231 -0.622 0.966  N5 1.002
17 H -1.957 -2.961 0.470  C6 1.113
18 H -0.252 -3.279 0.074  C6 1.128
19 H -0.297 -4.088 2.112  C7 1.252
20 H -1.325 -2.417 2.945  C7 1.157
21 H 0.610 -1.315 2.597  N8 1.029
22 H 1.470 -2.548 2.141  N8 0.939
23 O -2.898 0.235 -1.689  H24 1.005, H25 0.895
24 H -2.853 -0.767 -1.753  O23 1.005
25 H -2.163 0.584 -2.060  O23 0.895
26 O 0.696 -1.784 -4.238  H27 0.893, H28 1.000
27 H 0.934 -1.596 -3.398  O26 0.893
28 H 0.224 -2.662 -4.152  O26 1.000
29 O 2.195 -0.004 2.972  H30 0.995, H31 0.866
30 H 2.557 0.375 2.127  O29 0.995
31 H 2.661 0.437 3.554  O29 0.866
32 O 3.583 -0.829 0.301  H33 0.888, H34 0.966
33 H 3.663 -0.041 0.701  O32 0.888
34 H 2.706 -1.088 0.612  O32 0.966
35 O -1.372 -0.010 -3.882  H36 0.980, H37 1.000
36 H -0.603 -0.544 -4.171  O35 0.980
37 H -1.510 0.665 -4.607  O35 1.000
38 O -1.811 4.293 0.066  H39 0.959, H40 0.989
39 H -2.304 3.478 0.178  O38 0.959
40 H -0.955 4.037 -0.360  O38 0.989
41 O 2.895 2.104 1.243  H42 0.994, H43 1.013
42 H 3.197 3.025 1.019  O41 0.994
43 H 1.915 1.941 1.047  O41 1.013
44 O -3.515 1.162 0.813  H45 0.961, H46 0.953
45 H -3.141 0.898 -0.031  O44 0.961
46 H -4.400 1.166 0.462  O44 0.953
47 O -1.291 1.206 2.276  H48 0.924, H49 0.940
48 H -1.396 1.971 2.784  O47 0.924
49 H -2.130 0.886 1.995  O47 0.940

For the HOMO energy, the calculation gives -8.28 eV. As for the electronic energy: -29156.3594 eV. The SMILES is C[C@H](O)CNCCN.O.O.O.O.O.O.O.O.O.

---

No. 5
Molecular formula: C5H32N2O11
Method: DFT, ωB97M-V/def2-TZVPD

Bonds (Å) are listed after each position.
Geometry (Å):
1 C 0.594 0.358 2.516  C2 1.529, H9 1.121, H10 1.054, H11 1.069
2 C 0.165 1.105 1.252  C1 1.529, N3 1.484, C4 1.584, H12 1.158
3 N 0.852 2.416 1.149  C2 1.484, H13 1.081, H14 1.037
4 C 0.487 0.270 -0.055  C2 1.584, C5 1.555, H15 1.079, H16 1.143
5 C -0.777 -0.617 -0.236  C4 1.555, C6 1.497, H17 1.133, H18 1.072
6 C -1.870 0.151 -0.913  C5 1.497, N7 1.364, O8 1.223
7 N -1.870 0.197 -2.276  C6 1.364, H19 1.066, H20 0.980
8 O -2.725 0.662 -0.204  C6 1.223
9 H 1.658 0.558 2.808  C1 1.121
10 H 0.042 0.667 3.359  C1 1.054
11 H 0.295 -0.657 2.371  C1 1.069
12 H -0.971 1.326 1.279  C2 1.158
13 H 1.259 2.857 2.048  N3 1.081
14 H 1.690 2.295 0.549  N3 1.037
15 H 1.418 -0.276 -0.055  C4 1.079
16 H 0.699 0.931 -0.963  C4 1.143
17 H -1.221 -1.003 0.731  C5 1.133
18 H -0.364 -1.556 -0.545  C5 1.072
19 H -1.403 -0.483 -2.950  N7 1.066
20 H -2.661 0.572 -2.716  N7 0.980
21 O 2.020 0.653 -3.337  H22 1.000, H23 0.967
22 H 1.354 1.377 -3.514  O21 1.000
23 H 2.781 1.036 -2.879  O21 0.967
24 O -0.245 3.250 -1.568  H25 0.972, H26 0.929
25 H -1.040 3.245 -1.010  O24 0.972
26 H 0.390 3.206 -0.891  O24 0.929
27 O 4.074 -1.303 -0.335  H28 0.984, H29 0.956
28 H 3.257 -1.128 -0.856  O27 0.984
29 H 3.872 -1.715 0.503  O27 0.956
30 O -1.790 4.023 1.052  H31 0.953, H32 0.984
31 H -1.000 3.540 1.278  O30 0.953
32 H -2.453 3.816 1.749  O30 0.984
33 O 3.676 1.375 -0.452  H34 0.961, H35 1.003
34 H 3.660 0.418 -0.369  O33 0.961
35 H 4.585 1.555 -0.069  O33 1.003
36 O 0.040 -3.240 1.638  H37 0.949, H38 1.011
37 H 0.822 -2.884 2.040  O36 0.949
38 H -0.753 -3.102 2.249  O36 1.011
39 O -2.275 -2.441 2.680  H40 0.937, H41 0.988
40 H -2.541 -2.835 3.488  O39 0.937
41 H -2.898 -1.751 2.345  O39 0.988
42 O 2.486 -1.707 -2.351  H43 1.001, H44 0.997
43 H 3.158 -1.844 -3.081  O42 1.001
44 H 1.975 -0.886 -2.593  O42 0.997
45 O -3.667 -0.200 2.019  H46 0.911, H47 0.964
46 H -4.574 -0.203 1.927  O45 0.911
47 H -3.367 0.156 1.174  O45 0.964
48 O -0.590 -4.213 -0.903  H49 0.936, H50 0.952
49 H -0.625 -5.094 -0.586  O48 0.936
50 H 0.101 -3.818 -0.381  O48 0.952

For the HOMO energy, the calculation gives -9.52 eV. As for the electronic energy: -31207.3335 eV. The SMILES is C[C@@H](N)CCC(N)=O.O.O.O.O.O.O.O.O.O.O.

---

No. 6
Molecular formula: C5H32N2O11
Method: DFT, ωB97M-V/def2-TZVPD

Bonds (Å) are listed after each position.
Geometry (Å):
1 C -2.381 -0.115 -0.628  N2 1.487, H9 1.084, H10 1.088, H11 1.085
2 N -1.839 0.998 0.197  C1 1.487, C3 1.372, H12 1.001
3 C -0.556 1.258 0.605  N2 1.372, O4 1.225, C5 1.533
4 O -0.474 2.097 1.494  C3 1.225
5 C 0.665 0.806 -0.205  C3 1.533, N6 1.514, H13 1.089, H14 1.089
6 N 1.256 2.083 -0.762  C5 1.514, C7 1.481, C8 1.463
7 C 2.402 1.738 -1.634  N6 1.481, H15 1.091, H16 1.094, H17 1.089
8 C 1.821 2.953 0.270  N6 1.463, H18 1.103, H19 1.080, H20 1.093
9 H -2.839 0.377 -1.479  C1 1.084
10 H -3.051 -0.781 -0.089  C1 1.088
11 H -1.518 -0.689 -0.944  C1 1.085
12 H -2.490 1.346 0.874  N2 1.001
13 H 0.343 0.206 -1.054  C5 1.089
14 H 1.481 0.321 0.328  C5 1.089
15 H 3.356 1.757 -1.104  C7 1.091
16 H 2.428 2.550 -2.366  C7 1.094
17 H 2.309 0.843 -2.246  C7 1.089
18 H 2.667 2.535 0.843  C8 1.103
19 H 1.107 3.328 0.987  C8 1.080
20 H 2.265 3.783 -0.285  C8 1.093
21 O 2.173 -3.446 0.289  H22 0.951, H23 0.960
22 H 2.509 -3.062 1.091  O21 0.951
23 H 1.302 -3.721 0.585  O21 0.960
24 O 0.307 1.601 3.916  H25 0.968, H26 0.962
25 H -0.515 1.391 3.451  O24 0.968
26 H 0.520 2.440 3.496  O24 0.962
27 O -2.257 -0.515 2.865  H28 0.969, H29 0.948
28 H -2.671 -0.906 2.080  O27 0.969
29 H -2.467 -1.184 3.503  O27 0.948
30 O -0.776 0.923 -3.462  H31 0.963, H32 0.966
31 H -0.681 1.210 -2.548  O30 0.963
32 H -0.404 1.519 -4.126  O30 0.966
33 O -1.035 3.261 -2.248  H34 0.981, H35 0.971
34 H -0.291 2.977 -1.676  O33 0.981
35 H -1.813 2.955 -1.754  O33 0.971
36 O 0.667 -3.318 2.619  H37 0.974, H38 0.955
37 H 0.839 -2.384 2.401  O36 0.974
38 H -0.207 -3.542 2.306  O36 0.955
39 O 0.780 -0.649 2.525  H40 0.982, H41 0.977
40 H -0.094 -0.689 2.969  O39 0.982
41 H 1.188 0.039 3.086  O39 0.977
42 O -0.005 -1.577 -3.683  H43 0.962, H44 0.970
43 H -0.441 -2.183 -4.289  O42 0.962
44 H -0.029 -0.676 -4.044  O42 0.970
45 O 0.477 -3.121 -1.682  H46 0.976, H47 0.974
46 H 0.316 -2.957 -2.631  O45 0.976
47 H 1.268 -2.579 -1.507  O45 0.974
48 O -2.024 -3.015 1.564  H49 0.951, H50 0.963
49 H -1.829 -2.332 0.932  O48 0.951
50 H -1.757 -3.852 1.171  O48 0.963

For the HOMO energy, the calculation gives -9.67 eV. As for the electronic energy: -31206.3046 eV. The SMILES is CNC(=O)CN(C)C.O.O.O.O.O.O.O.O.O.O.

---

Calculated values (kcal per mole) of energy above the lowest of the compared OMol25 structures with the same formula, charge and spin for the records, taken in order: 83.44 0.00 150.99 127.37 60.91 84.64.